1.
53
Properties=species:S:1:pos:R:3 method="wB97M-V/def2-TZVPD" max_force_ev_per_a=0.6 total_energy_ha=-1379.08411 e_above_lowest_kj_mol=184.5 gap_ev=8.5 smiles="Cc1ccc(NC(=S)N2CCC(N(C)C[C@@H]3CCCO3)CC2)cc1"
C -6.341 -3.266 0.404
C -5.681 -1.943 0.164
C -6.062 -1.151 -0.915
C -5.471 0.074 -1.143
C -4.472 0.543 -0.292
N -3.903 1.794 -0.550
C -2.753 2.317 -0.015
S -2.728 3.924 0.393
N -1.672 1.526 0.108
C -0.493 2.058 0.765
C 0.431 0.923 1.181
C 0.928 0.092 -0.029
N 2.292 0.350 -0.463
C 2.612 1.734 -0.750
C 3.300 -0.257 0.385
C 4.607 -0.512 -0.386
C 5.454 -1.620 0.266
C 6.881 -1.100 0.118
C 6.649 0.403 0.234
O 5.434 0.648 -0.443
C -0.058 0.254 -1.195
C -1.487 0.315 -0.668
C -4.104 -0.230 0.805
C -4.702 -1.458 1.020
H -5.785 -3.852 1.132
H -6.413 -3.833 -0.523
H -7.352 -3.119 0.783
H -6.834 -1.502 -1.585
H -5.779 0.680 -1.983
H -4.551 2.508 -0.858
H 0.024 2.764 0.105
H -0.825 2.622 1.642
H -0.107 0.272 1.872
H 1.282 1.338 1.722
H 0.908 -0.965 0.262
H 2.566 2.380 0.139
H 1.940 2.127 -1.508
H 3.627 1.772 -1.138
H 2.923 -1.224 0.725
H 3.535 0.357 1.271
H 4.341 -0.769 -1.419
H 5.297 -2.584 -0.212
H 5.198 -1.706 1.324
H 7.558 -1.481 0.879
H 7.275 -1.341 -0.870
H 7.422 1.010 -0.240
H 6.563 0.699 1.291
H 0.152 1.164 -1.754
H 0.046 -0.586 -1.881
H -2.195 0.320 -1.500
H -1.695 -0.573 -0.056
H -3.376 0.147 1.507
H -4.407 -2.044 1.879

2.
15
Properties=species:S:1:pos:R:3 method="wB97M-V/def2-TZVPD" max_force_ev_per_a=4.2 total_energy_ha=-1406.66066 e_above_lowest_kj_mol=142.8 gap_ev=7.5 smiles="COP(SS)C(C)=O"
C 2.213 -0.772 -0.245
O 0.959 -0.090 -0.136
P 0.121 -0.285 1.203
S -1.005 -2.284 0.904
S -1.890 -3.337 -0.801
C -1.067 1.125 0.846
C -0.604 2.244 -0.074
O -2.194 1.009 1.215
H 2.073 -1.944 0.041
H 2.894 -0.294 0.426
H 2.468 -0.776 -1.248
H -2.584 -2.199 -1.101
H 0.509 2.306 0.062
H -0.925 2.046 -1.133
H -0.969 3.253 0.042

3.
7
Properties=species:S:1:pos:R:3 method="wB97M-V/def2-TZVPD" max_force_ev_per_a=3.3 total_energy_ha=-717.78543 total_charge=-1 e_above_lowest_kj_mol=16.4 gap_ev=7.0 smiles="N#CC(=S)C(=O)[O-]"
N 1.836 1.104 -1.097
C 1.248 0.248 -0.603
C 0.396 -0.665 -0.054
S 0.776 -2.036 0.654
C -1.225 -0.112 0.024
O -1.691 -0.329 1.126
O -1.565 0.430 -1.009

4.
80
Properties=species:S:1:pos:R:3 method="wB97M-V/def2-TZVPD" max_force_ev_per_a=8.9 total_energy_ha=-6917.14564 total_charge=+2 gap_ev=1.0
C 2.690 -0.889 2.904
C 2.070 -1.439 1.628
O 1.655 -0.378 0.770
C 1.014 -2.495 1.868
O 0.059 -2.199 2.902
C -0.747 -1.084 2.741
O -0.185 0.081 3.287
C -1.959 -1.390 3.676
C -2.951 -0.394 3.126
I -4.989 -0.489 3.751
C -2.784 -0.683 1.633
O -3.608 -0.724 0.762
N -1.433 -0.864 1.506
H 2.652 0.192 2.901
H 2.272 -1.320 3.798
H 3.745 -1.139 2.912
H 2.876 -1.942 1.087
H 1.222 -0.766 0.009
H 1.527 -3.390 2.197
H 0.465 -2.778 0.968
H 0.304 -0.210 4.063
H -2.399 -2.368 3.498
H -1.742 -1.332 4.734
H -2.611 0.638 3.201
H -1.075 -1.244 0.647
C 0.987 0.405 -2.541
F 0.806 -0.717 -1.835
F 0.075 0.422 -3.499
F 0.752 1.427 -1.736
S 2.695 0.474 -3.227
O 2.748 -0.753 -4.164
O 3.552 0.445 -2.105
N 2.599 1.796 -4.017
S 3.927 2.235 -4.829
O 4.234 1.424 -5.952
O 5.003 2.679 -4.021
C 3.242 3.782 -5.570
F 2.867 4.672 -4.667
F 2.192 3.566 -6.353
F 4.209 4.384 -6.358
C 3.793 0.184 6.537
Cl 3.949 0.229 8.282
Cl 4.829 -1.058 5.844
Cl 2.096 -0.084 6.074
H 4.097 1.142 6.141
C -3.977 3.086 -0.110
C -4.693 2.797 1.216
O -3.735 2.614 2.287
H -3.290 2.270 -0.364
H -4.686 3.212 -0.925
H -3.383 3.983 -0.031
H -5.271 1.884 1.125
H -5.372 3.615 1.486
H -3.241 3.417 2.373
K -2.609 4.421 1.273
O -3.306 4.830 5.562
H -3.558 4.323 4.788
H -2.998 4.174 6.194
C -7.415 2.584 3.545
C -7.486 3.338 4.910
O -6.468 3.227 5.635
O -8.542 3.949 5.098
H -6.457 2.070 3.446
H -8.221 1.850 3.481
H -7.526 3.289 2.719
K -6.017 -1.195 6.161
Cl 3.673 -2.218 -3.235
Al 3.599 6.113 -7.820
C 3.311 -4.707 -5.703
C 3.946 -4.047 -6.666
C 4.543 -4.763 -7.826
O 5.122 -4.160 -8.699
C 4.400 -6.242 -7.863
C 3.764 -6.900 -6.898
C 3.168 -6.185 -5.742
O 2.586 -6.776 -4.860
H 2.870 -4.206 -4.853
H 4.061 -2.970 -6.657
H 4.841 -6.743 -8.715
H 3.650 -7.977 -6.907

In order of appearance, HOMO level = -7.8, -8.5, -4.3, -9.6 eV.